Record 1
This record from OMol25 describes C23H30BFN3O5RhS as an isolated structure in a non-equilibrium geometry. The level of theory is ωB97M-V/def2-TZVPD.

Calculated values
- Total charge: +1
- Orbital gap (alpha / beta): 6.769 / 6.549 eV
- Expectation value of S²: 0.762
- Spin multiplicity: 2
- E_HOMO (alpha / beta): -10.156 / -9.936 eV
- Electronic energy: -56277.643 eV

Each line ends with the Mulliken spin population.
Cartesian coordinates (Å):
Rh -0.317 2.273 1.623  1.12
C -2.329 -4.559 -1.239  0.00
C -2.235 -3.347 -2.160  0.00
N -1.511 -2.231 -1.549  0.00
C -2.224 -1.328 -0.832  0.00
C -1.702 -0.215 -0.250  0.00
C -2.670 0.624 0.581  0.01
O -3.863 0.455 0.410  0.01
O -2.121 1.384 1.456  0.02
C -0.322 0.088 -0.449  0.01
O 0.226 1.169 -0.138  0.01
C 0.466 -0.942 -1.113  0.01
C 1.844 -0.797 -1.237  0.00
C 2.595 -1.750 -1.873  0.00
F 3.925 -1.513 -1.979  0.00
C 2.030 -2.919 -2.389  0.00
C 0.658 -3.079 -2.231  0.00
C -0.140 -2.099 -1.638  0.00
N 2.762 -3.970 -3.013  0.00
C 4.226 -3.888 -3.039  0.00
C 4.771 -5.191 -3.649  0.00
N 3.720 -6.240 -3.467  0.00
C 2.571 -5.957 -4.386  0.00
C 2.272 -4.450 -4.303  0.00
H -2.879 -5.358 -1.736  0.00
H -2.859 -4.295 -0.325  0.00
H -1.341 -4.929 -0.963  0.00
H -3.234 -2.990 -2.398  0.00
H -1.756 -3.604 -3.104  0.00
H -3.284 -1.522 -0.721  0.00
H 2.326 0.084 -0.835  0.00
H 0.208 -4.000 -2.574  0.00
H 4.585 -3.770 -2.020  0.00
H 4.596 -3.045 -3.628  0.00
H 5.694 -5.498 -3.164  0.00
H 4.955 -5.098 -4.717  0.00
H 3.371 -6.154 -2.509  0.00
H 4.084 -7.182 -3.608  0.00
H 1.724 -6.560 -4.066  0.00
H 2.852 -6.254 -5.395  0.00
H 1.204 -4.285 -4.395  0.00
H 2.756 -3.913 -5.128  0.00
S 2.443 4.012 1.585  -0.06
C 1.431 2.924 2.021  0.00
C -2.159 5.041 5.737  0.00
C -1.366 5.216 4.458  -0.01
C -0.088 6.001 4.730  0.00
O -0.949 3.908 3.975  -0.03
B -1.020 3.944 2.607  -0.01
O -1.595 5.072 2.114  -0.07
C -2.180 5.776 3.247  0.00
C -2.045 7.270 3.027  0.00
C -3.651 5.378 3.289  0.00
H -1.505 4.641 6.512  0.00
H -2.989 4.350 5.604  0.00
H -2.547 6.004 6.073  0.00
H 0.528 5.429 5.422  0.00
H -0.307 6.974 5.171  0.00
H 0.480 6.142 3.809  0.00
H -1.015 7.559 2.830  0.00
H -2.404 7.805 3.909  0.00
H -2.653 7.566 2.173  0.00
H -3.756 4.307 3.460  0.00
H -4.103 5.610 2.325  0.00
H -4.182 5.924 4.069  0.00

---

Record 2
This record from OMol25 describes a 8-piece molecular cluster, C23H30F21NO10 overall in a non-equilibrium geometry. The level of theory is ωB97M-V/def2-TZVPD.

Calculated values
- Total charge: 0
- Orbital gap: 9.946 eV
- SMILES string: C#CCCC[C@@]1(C(F)(F)C(F)(F)C(F)(F)C(F)(F)F)C(=O)O[C@@H](CCC(F)(F)C(F)(F)C(F)(F)C(F)(F)F)[C@]1(CCC(F)(F)F)N=C=O.O.O.O.O.O.O.O
- E_HOMO: -9.821 eV
- Energy relative to the best compared isomer or geometry (same formula, charge and spin): 0.00 kcal/mol
- Electronic energy: -103365.244 eV

Each line ends with the Löwdin charge.
Cartesian coordinates (Å):
C 5.179 -3.888 -1.468  0.05
C 4.799 -2.850 -1.967  -0.14
C 4.218 -1.488 -2.506  -0.16
C 3.779 -0.637 -1.224  -0.19
C 3.112 0.767 -1.631  -0.08
C 1.524 0.815 -1.345  -0.11
C 0.969 1.626 -2.571  -0.25
F 1.115 0.779 -3.698  0.09
F 1.761 2.751 -2.896  0.09
C -0.547 2.055 -2.623  -0.24
F -1.173 2.384 -1.443  0.13
F -1.265 0.961 -3.152  0.10
C -0.879 3.246 -3.664  -0.23
F -2.236 3.045 -3.982  0.09
F -0.211 3.102 -4.867  0.13
C -0.801 4.701 -3.036  -0.39
F 0.081 4.855 -2.003  0.14
F -2.061 4.995 -2.514  0.12
F -0.609 5.627 -4.052  0.13
C 0.756 -0.569 -1.438  -0.36
O 0.972 -1.581 -2.027  0.20
O -0.408 -0.346 -0.666  0.01
C 0.064 0.386 0.513  -0.19
C 0.100 -0.758 1.594  -0.07
C -1.339 -1.034 2.273  -0.04
C -1.956 -2.413 1.871  -0.31
F -2.201 -2.344 0.479  0.07
F -1.045 -3.485 2.013  0.07
C -3.248 -2.842 2.690  -0.25
F -3.356 -4.229 2.798  0.12
F -3.032 -2.412 4.016  0.09
C -4.586 -2.144 2.223  -0.22
F -4.411 -0.777 2.029  0.13
F -5.475 -2.235 3.309  0.10
C -5.326 -2.812 0.988  -0.36
F -6.592 -3.279 1.280  0.15
F -4.612 -3.780 0.323  0.11
F -5.538 -1.784 0.059  0.10
C 1.327 1.286 0.161  -0.24
C 2.474 1.066 1.232  -0.10
C 2.170 1.592 2.694  -0.05
C 3.352 2.463 3.300  -0.48
F 4.419 1.559 3.484  0.07
F 3.033 3.045 4.503  0.11
F 3.831 3.424 2.430  0.10
N 0.970 2.747 0.400  0.17
C 1.874 3.513 0.040  -0.30
O 2.832 4.053 -0.365  0.19
H 5.420 -4.636 -0.679  0.05
H 3.370 -1.717 -3.205  0.11
H 5.085 -0.953 -3.008  0.12
H 3.189 -1.218 -0.467  0.11
H 4.744 -0.356 -0.705  0.09
H 3.349 0.871 -2.737  0.13
H 3.648 1.648 -1.160  0.12
H -0.753 1.110 0.817  0.16
H 0.360 -1.726 1.055  0.14
H 0.832 -0.666 2.435  0.10
H -1.213 -0.863 3.386  0.11
H -2.006 -0.207 1.888  0.13
H 2.670 -0.054 1.288  0.13
H 3.482 1.500 0.939  0.13
H 1.172 2.081 2.848  0.14
H 2.155 0.670 3.362  0.13
O -3.690 0.412 -0.965  -0.06
H -3.446 0.432 -1.900  0.01
H -4.235 -0.380 -0.881  0.00
O -3.501 -4.724 -2.253  -0.05
H -4.083 -4.670 -3.021  0.04
H -4.047 -4.414 -1.522  -0.01
O -4.406 -6.655 0.790  -0.05
H -3.510 -6.605 0.436  0.04
H -4.846 -5.881 0.420  0.00
O -4.913 1.145 -3.564  -0.06
H -4.967 1.882 -4.183  0.04
H -5.663 1.279 -2.972  0.04
O -1.097 -0.454 5.674  -0.06
H -1.100 0.145 6.430  0.04
H -1.075 -1.333 6.071  0.04
O 5.626 -1.712 0.610  -0.07
H 5.746 -2.251 1.401  0.05
H 6.481 -1.756 0.165  0.05
O 3.441 7.101 0.917  -0.06
H 3.312 7.582 0.092  0.04
H 2.985 6.263 0.774  0.00

---

> Which of these has the lowest electronic energy?

C23H30F21NO10